No. 1
ORCA calculation (ωB97M-V/def2-TZVPD) on one molecule with the formula C21H28N4O2S.

Element x y z (Å)
C (3.9197, 1.4019, 0.1609)
O (3.1430, 0.2504, 0.3790)
C (3.7145, -0.9777, 0.1259)
C (5.0115, -1.1737, -0.3115)
C (5.4843, -2.4610, -0.5255)
C (4.6710, -3.5505, -0.2883)
C (3.3723, -3.3668, 0.1568)
C (2.8764, -2.0879, 0.3504)
N (1.5948, -1.8096, 0.8316)
C (0.4299, -2.4709, 0.5816)
N (-0.6665, -2.0355, 1.2536)
C (-0.6228, -1.0626, 2.3237)
H (0.3896, -1.0116, 2.7311)
C (-1.1164, 0.3340, 1.9178)
H (-2.1804, 0.2798, 1.6879)
C (-0.3992, 0.8926, 0.6879)
N (-1.2129, 1.8814, 0.0066)
C (-0.7043, 2.1854, -1.3194)
C (-1.6795, 3.1268, -2.0239)
O (-1.8603, 4.3189, -1.2976)
C (-2.3290, 4.0346, -0.0014)
C (-1.3682, 3.1168, 0.7540)
H (-1.7861, 2.8939, 1.7358)
H (-0.3988, 3.6326, 0.8854)
H (-2.4278, 4.9951, 0.5071)
H (-3.3128, 3.5447, -0.0595)
H (-1.2973, 3.4183, -3.0037)
H (-2.6445, 2.6118, -2.1412)
H (-0.6216, 1.2567, -1.8880)
H (0.2917, 2.6626, -1.2719)
H (-0.2475, 0.0841, -0.0323)
H (0.5914, 1.2993, 0.9657)
H (-0.9852, 0.9952, 2.7755)
H (-1.2738, -1.4298, 3.1251)
C (-1.9847, -2.5316, 0.9018)
C (-2.7022, -1.6146, -0.0591)
N (-3.7417, -0.9493, 0.4283)
C (-4.3928, -0.1196, -0.3671)
C (-4.0443, 0.0993, -1.6897)
C (-2.9590, -0.5949, -2.2010)
C (-2.2752, -1.4699, -1.3752)
H (-1.4339, -2.0400, -1.7376)
H (-2.6537, -0.4599, -3.2291)
H (-4.6096, 0.7847, -2.3024)
H (-5.2337, 0.3918, 0.0844)
H (-2.5824, -2.6235, 1.8109)
H (-1.8568, -3.5165, 0.4424)
S (0.3460, -3.7320, -0.4934)
H (1.5172, -0.8492, 1.1404)
H (2.7394, -4.2164, 0.3481)
H (5.0425, -4.5513, -0.4438)
H (6.4963, -2.5995, -0.8742)
H (5.6639, -0.3348, -0.4955)
H (4.8041, 1.4184, 0.8056)
H (4.2287, 1.4845, -0.8855)
H (3.2768, 2.2447, 0.4124)

The largest force on an atom comes out at 0.01577 hartree/bohr. The calculation puts the HOMO-LUMO gap at 8.585 eV. As for the energy above the lowest of the compared OMol25 structures with the same formula, charge and spin: 54.1 kcal per mole. The SMILES is COc1ccccc1NC(=S)N(CCCN1CCOCC1)Cc1ccccn1.

Here are the natural (NBO) charges for atoms 1 to 2, given in e: number 1, C, carries -0.249; number 2, O, carries -0.533

---

No. 2
ORCA calculation (ωB97M-V/def2-TZVPD) on C37H31N8OSSeSiY as an isolated structure at a distorted geometry.

Element x y z (Å)
Y (0.3875, 0.1815, 0.1581)
C (-1.9750, -5.8899, 0.3746)
C (-0.7286, -6.1868, 0.9448)
C (0.1151, -5.1806, 1.3890)
C (-0.3175, -3.8702, 1.2432)
C (0.3027, -2.5848, 1.5765)
N (-0.5220, -1.5823, 1.1675)
C (-1.6577, -2.1201, 0.6344)
N (-2.7232, -1.4642, 0.1996)
C (-2.7923, -0.1505, 0.0415)
C (-4.0300, 0.5546, -0.2765)
C (-5.3377, 0.1152, -0.4352)
C (-6.3077, 1.0698, -0.6880)
C (-5.9818, 2.4319, -0.7704)
C (-4.6770, 2.8675, -0.6064)
C (-3.7049, 1.9058, -0.3654)
C (-2.2677, 2.0079, -0.0941)
N (-1.6228, 3.1653, -0.0062)
C (-0.3918, 3.2928, 0.4902)
N (0.4330, 2.2977, 0.9113)
C (1.5175, 2.8394, 1.5478)
N (2.4569, 2.2031, 2.2418)
C (2.5047, 0.8981, 2.4583)
N (1.7021, -0.0799, 1.9329)
C (2.0227, -1.2775, 2.4829)
N (1.4469, -2.4531, 2.2383)
C (3.1240, -1.0857, 3.4254)
C (3.7913, -1.9644, 4.2692)
C (4.7815, -1.4427, 5.0840)
C (5.0894, -0.0736, 5.0652)
C (4.4126, 0.8031, 4.2329)
C (3.4271, 0.2752, 3.4082)
C (1.4212, 4.2914, 1.4699)
C (2.2346, 5.3095, 1.9578)
C (1.8218, 6.6135, 1.7544)
C (0.6164, 6.9017, 1.0926)
C (-0.1985, 5.8891, 0.6177)
C (0.2260, 4.5781, 0.8075)
N (-1.7758, 0.7590, 0.1353)
C (-1.5531, -3.5753, 0.6671)
C (-2.4032, -4.5809, 0.2291)
H (-2.6108, -6.7010, 0.0379)
H (-0.4223, -7.2215, 1.0367)
H (1.0808, -5.3974, 1.8302)
H (-5.5833, -0.9377, -0.3617)
H (-7.3385, 0.7624, -0.8182)
H (-6.7673, 3.1528, -0.9604)
H (-4.4116, 3.9166, -0.6604)
H (3.5372, -3.0184, 4.2849)
H (5.3256, -2.0991, 5.7527)
H (5.8666, 0.3025, 5.7201)
H (4.6326, 1.8644, 4.2205)
H (3.1571, 5.0796, 2.4785)
H (2.4331, 7.4306, 2.1197)
H (0.3190, 7.9347, 0.9612)
H (-1.1364, 6.0981, 0.1169)
H (-3.3611, -4.3444, -0.2197)
C (-2.7790, -2.2268, -3.1252)
Si (-0.9682, -2.3490, -3.4870)
C (-0.3030, -4.0466, -3.1611)
C (-0.6543, -1.8819, -5.2585)
Se (0.2684, -0.8854, -2.2677)
H (-3.3326, -3.0103, -3.6600)
H (-3.1565, -1.2533, -3.4532)
H (-2.9773, -2.3282, -2.0541)
H (-0.7603, -4.7904, -3.8274)
H (-0.4859, -4.3485, -2.1274)
H (0.7774, -4.0439, -3.3292)
H (-1.1017, -2.6010, -5.9579)
H (0.4231, -1.8417, -5.4418)
H (-1.0743, -0.8921, -5.4626)
C (3.8113, 0.4825, -2.8623)
S (3.2209, 1.6823, -1.6919)
C (1.9883, 2.4344, -2.7338)
O (2.4681, 0.8697, -0.6566)
H (2.9582, -0.1230, -3.1745)
H (4.5507, -0.1272, -2.3451)
H (4.2731, 1.0121, -3.7002)
H (2.4967, 2.9577, -3.5483)
H (1.4430, 3.1503, -2.1167)
H (1.3263, 1.6496, -3.1031)

The largest force on an atom comes out at 0.02873 hartree/bohr. The calculation puts the HOMO-LUMO gap (spin up / spin down) at 5.013 / 4.897 eV. As for the energy above the lowest of the compared OMol25 structures with the same formula, charge and spin: 0.0 kcal per mole.

Here are the Mulliken charges for atoms 1 to 2, given in e: number 1, Y, carries 1.090; number 2, C, carries -0.709

---

No. 3
ORCA calculation (ωB97M-V/def2-TZVPD) on a 8-piece molecular cluster, C10H36N12O8 overall at a distorted geometry.

Element x y z (Å)
C (2.7200, 2.9185, -3.5640)
C (3.2142, 2.2166, -4.8414)
O (3.7786, 3.0807, -5.8119)
H (3.4556, 2.8686, -2.7637)
H (1.7514, 2.4938, -3.2981)
H (2.5000, 3.9509, -3.8386)
H (2.3497, 1.7155, -5.2848)
H (3.9393, 1.4072, -4.6859)
H (4.7281, 3.1430, -5.7017)
C (2.0590, 2.9857, 0.9508)
C (2.3574, 1.4970, 1.2562)
O (3.6983, 1.4555, 1.7644)
H (2.2885, 3.5601, 1.8456)
H (1.0563, 3.0324, 0.5265)
H (2.7495, 3.3601, 0.1911)
H (2.2157, 0.8864, 0.3588)
H (1.6900, 1.0793, 2.0142)
H (4.2407, 1.0067, 1.1131)
C (-1.9948, 2.5286, 3.0655)
O (-1.0745, 2.3654, 2.2886)
N (-2.4807, 3.7301, 3.5341)
N (-2.7048, 1.4300, 3.5407)
H (-3.1331, 3.6808, 4.2871)
H (-1.8988, 4.5152, 3.2987)
H (-3.2567, 1.4549, 4.3721)
H (-2.3493, 0.5856, 3.1080)
C (-0.2560, 0.1362, -1.0579)
O (-0.0580, 1.1364, -1.7466)
N (-0.7946, 0.2504, 0.1936)
N (-0.0400, -1.1449, -1.4379)
H (-1.1049, -0.5426, 0.7280)
H (-1.1248, 1.1678, 0.4402)
H (0.5396, -1.3788, -2.2219)
H (-0.1106, -1.9087, -0.7761)
C (-0.1197, -1.3633, 3.4461)
O (-1.3348, -1.1376, 3.4073)
N (0.7248, -0.6207, 4.2262)
N (0.4565, -2.4190, 2.8141)
H (0.2092, 0.1462, 4.6384)
H (1.6934, -0.4545, 4.0313)
H (1.4549, -2.4725, 2.7679)
H (-0.1159, -2.8659, 2.0982)
C (2.8973, -2.4167, -2.4659)
O (2.0529, -3.2403, -2.8102)
N (3.9093, -2.7387, -1.6117)
N (2.9334, -1.1120, -2.8310)
H (3.9518, -3.6841, -1.2782)
H (4.4662, -2.0483, -1.1491)
H (3.5314, -0.3895, -2.4845)
H (2.1835, -0.7996, -3.4269)
C (-5.5731, 0.7188, -0.2878)
O (-4.9472, 0.9107, -1.3214)
N (-6.9251, 0.5466, -0.3124)
N (-5.0213, 0.7600, 0.9577)
H (-7.3988, 0.6357, -1.1922)
H (-7.4990, 0.2190, 0.4408)
H (-4.0917, 1.1152, 1.0761)
H (-5.4934, 0.2451, 1.6755)
C (-1.1561, -4.3423, -0.1306)
O (-0.6315, -3.3437, 0.3851)
N (-1.9424, -4.3417, -1.2383)
N (-0.9956, -5.5622, 0.4820)
H (-1.6702, -3.5775, -1.8447)
H (-2.4510, -5.1495, -1.5252)
H (-0.5152, -5.5058, 1.3625)
H (-1.5328, -6.3762, 0.2541)

The largest force on an atom comes out at 0.03639 hartree/bohr. The calculation puts the HOMO-LUMO gap at 9.219 eV. As for the energy above the lowest of the compared OMol25 structures with the same formula, charge and spin: 24.0 kcal per mole. The SMILES is NC(N)=O.NC(N)=O.NC(N)=O.NC(N)=O.NC(N)=O.NC(N)=O.CCO.CCO.

Here are the natural (NBO) charges for atoms 1 to 2, given in e: number 1, C, carries -0.660; number 2, C, carries -0.063